w.
Computed, not measured: one molecule with the formula C3H6O2S, with ωB97M-V/def2-TZVPD.

Last column: Löwdin charge in e.
CARTESIAN COORDINATES (ANGSTROEM)
C  -1.198  0.819  0.716  -0.124
C  -0.490  -0.434  1.288  -0.162
C  0.248  0.498  0.389  -0.394
O  1.960  0.923  -1.465  -0.471
O  1.307  -1.419  -2.358  -0.323
S  0.763  0.158  -1.491  0.998
H  -1.875  0.493  -0.169  0.127
H  -1.388  1.691  1.239  0.069
H  -0.096  -0.573  2.400  0.141
H  -0.741  -1.414  0.936  0.076
H  0.961  1.218  0.736  0.090
H  0.548  -1.961  -2.220  -0.027

Results
- E_HOMO: -9.1 eV
- LUMO: -0.29 eV
- HOMO-LUMO gap: 8.788 eV



x.
Computed, not measured: a 2-piece molecular cluster, C3H6O2S overall, with ωB97M-V/def2-TZVPD.

Last column: Löwdin charge in e.
CARTESIAN COORDINATES (ANGSTROEM)
C  -2.283  -1.181  -0.689  -0.336
C  1.562  1.091  -0.122  -0.095
C  1.070  -0.343  0.289  -0.212
O  -3.325  0.554  0.834  -0.545
O  1.898  -0.931  0.954  0.038
S  -2.266  0.271  -0.056  0.803
H  -3.146  -1.878  -0.641  0.047
H  1.521  1.050  -1.154  0.031
H  2.551  1.247  0.276  0.041
H  0.976  2.001  0.239  0.099
H  -1.332  -1.453  -1.092  -0.018
H  2.774  -0.429  1.161  0.149

Results
- E_HOMO: -8.5 eV
- LUMO: 0.49 eV
- HOMO-LUMO gap: 8.987 eV



Stability check: which of them is most stable? w.



w.
Computed, not measured: C4H8ClN as an isolated structure, with ωB97M-V/def2-TZVPD.

Last column: Löwdin charge in e.
CARTESIAN COORDINATES (ANGSTROEM)
C  -0.380  -0.782  0.357  -0.378
C  -0.469  0.704  0.332  -0.394
C  0.796  -1.541  -0.222  -0.042
C  0.606  1.612  -0.217  -0.040
N  -1.200  -0.103  -0.589  -0.030
Cl  -3.350  -0.119  0.102  0.153
H  -0.858  -1.266  1.201  0.132
H  -1.024  1.147  1.150  0.124
H  0.694  -2.605  -0.029  0.074
H  1.720  -1.189  0.236  0.082
H  0.853  -1.383  -1.297  0.082
H  1.341  1.799  0.565  0.083
H  0.171  2.562  -0.519  0.080
H  1.101  1.164  -1.071  0.074

Results
- E_HOMO: -10.2 eV
- LUMO: -1.59 eV
- HOMO-LUMO gap: 8.610 eV



x.
Computed, not measured: one molecule with the formula C4H8ClN, with ωB97M-V/def2-TZVPD.

Last column: Löwdin charge in e.
CARTESIAN COORDINATES (ANGSTROEM)
C  0.989  0.829  -1.208  -0.111
C  -0.106  0.514  -0.326  -0.941
C  0.207  0.411  1.163  -0.092
C  -0.043  -0.819  0.351  -0.403
H  0.721  0.562  -2.202  0.071
H  1.923  0.358  -0.810  0.104
H  1.038  1.971  -1.076  0.114
H  1.316  0.552  1.499  0.142
H  -0.568  0.592  1.871  0.088
H  0.780  -1.393  -0.071  0.137
H  -1.591  -2.029  -0.249  0.081
H  -1.888  -1.156  1.080  0.057
N  -1.162  -1.654  0.595  0.042
Cl  -1.618  1.260  -0.617  0.712

Results
- Structure (SMILES): C[C@]1(Cl)C[C@H]1N
- E_HOMO: -8.8 eV
- LUMO: 0.95 eV
- HOMO-LUMO gap: 9.740 eV



y.
Computed, not measured: one molecule with the formula C4H8ClN, with ωB97M-V/def2-TZVPD.

Last column: Löwdin charge in e.
CARTESIAN COORDINATES (ANGSTROEM)
C  -0.616  0.393  -1.056  -0.384
C  -0.640  -0.499  0.290  -0.620
C  0.676  -0.607  1.091  -0.207
C  0.892  0.443  2.065  -0.055
H  1.062  0.116  -1.890  0.011
H  0.152  -0.572  -3.051  0.184
H  -1.675  0.503  -1.470  0.118
H  -0.274  1.505  -0.932  0.139
H  -1.033  -1.509  -0.140  0.128
H  1.328  -1.419  0.663  0.100
H  -0.003  1.319  2.147  0.061
H  1.761  0.266  2.772  0.050
N  0.203  -0.269  -1.929  -0.060
Cl  -1.833  0.327  1.440  0.535

Results
- Structure (SMILES): C=C[C@@H](Cl)CN
- E_HOMO: -9.0 eV
- LUMO: 0.88 eV
- HOMO-LUMO gap: 9.859 eV



Stability check: which of them is most stable? x.